[1]
Below is 7 unconnected molecules or ions with the total composition C27H72N10O11 in a non-equilibrium geometry, with properties calculated with ωB97M-V with the def2-TZVPD basis set.

Output
Energy relative to the best compared isomer or geometry (same formula, charge and spin), kcal per mole: 194.4
SMILES: COCCNCCOC.COCCNCCOC.COCCNCCOC.COCCNCCOC.NC(N)=O.NC(N)=O.NC(N)=O
Orbital gap, eV: 8.489
Total charge: 0

Cartesian coordinates (Å):
C 2.5398 -1.5755 7.4583
O 2.7644 -1.5168 6.0498
C 2.0769 -0.3847 5.4896
C 2.5014 1.0902 5.9328
N 1.4085 2.0963 5.5326
C 1.7233 3.4494 6.0187
C 0.7447 4.3914 5.2660
O 0.8489 4.5788 3.8314
C 1.6656 5.5267 3.3865
H 3.0118 -0.8455 8.1159
H 2.8686 -2.5241 7.8828
H 1.4519 -1.5124 7.4817
H 1.0202 -0.5645 5.6875
H 2.1722 -0.5824 4.4220
H 3.4606 1.3807 5.5043
H 2.6120 1.1503 7.0155
H 0.5173 1.7616 5.8702
H 2.6768 3.7400 5.5776
H 1.6449 3.5277 7.1031
H 0.9723 5.3274 5.7760
H -0.2410 4.0430 5.5745
H 2.7213 5.4177 3.6350
H 1.3516 6.5221 3.7006
H 1.5268 5.7231 2.3233
C -4.7020 0.7691 -1.4792
O -4.4287 -0.6895 -1.4586
C -5.0970 -1.4460 -2.4356
C -5.2642 -2.8753 -1.9807
N -5.5642 -3.8799 -3.0704
C -5.7342 -5.2566 -2.5231
C -4.4060 -6.0272 -2.4532
O -3.3895 -5.7095 -1.6367
C -3.7591 -5.3857 -0.3435
H -3.9554 1.2659 -0.8597
H -5.7024 1.1638 -1.3019
H -4.3801 0.9475 -2.5052
H -4.5762 -1.4532 -3.3931
H -6.0933 -1.0039 -2.4319
H -5.9435 -3.0253 -1.1416
H -4.2982 -3.2228 -1.6145
H -6.4472 -3.5997 -3.4727
H -6.4420 -5.8202 -3.1310
H -6.3574 -5.3587 -1.6347
H -4.0176 -6.1130 -3.4680
H -4.6889 -7.0656 -2.2803
H -3.0538 -4.5821 -0.1317
H -3.6192 -6.3117 0.2143
H -4.7208 -4.9258 -0.1163
C 2.8172 -5.9365 -8.3918
O 1.8947 -4.8683 -8.6386
C 1.2327 -4.4679 -7.3812
C 0.1559 -3.4343 -7.6490
N 0.8439 -2.1886 -8.0652
C -0.0881 -0.9913 -8.1688
C 0.2869 -0.1766 -9.4265
O 0.8109 1.1243 -9.1303
C -0.0608 2.1677 -8.7268
H 2.2362 -6.8221 -8.1342
H 3.5537 -5.6971 -7.6248
H 3.3549 -6.2490 -9.2869
H 1.9227 -4.0595 -6.6430
H 0.8223 -5.2832 -6.7853
H -0.4447 -3.2584 -6.7565
H -0.6244 -3.7145 -8.3566
H 1.6397 -2.2267 -8.6859
H -0.0645 -0.2972 -7.3286
H -1.1306 -1.2615 -8.3373
H -0.5567 -0.0871 -10.1109
H 1.1632 -0.5665 -9.9444
H -0.8287 2.3411 -9.4807
H 0.2624 3.1991 -8.5858
H -0.6800 1.8747 -7.8790
C -5.7452 -2.7521 6.7257
O -4.4301 -2.2423 6.3758
C -4.2876 -0.8136 6.1560
C -4.4162 -0.0736 7.4596
N -3.1865 -0.3723 8.2710
C -3.2353 -0.0075 9.6663
C -2.3260 -0.7441 10.6198
O -2.3223 -0.0689 11.8943
C -1.5518 -0.7214 12.9411
H -6.3315 -2.1053 7.3784
H -5.5825 -3.6679 7.2939
H -6.3292 -2.8410 5.8097
H -5.0177 -0.3123 5.5204
H -3.2764 -0.6646 5.7774
H -5.3606 -0.2417 7.9772
H -4.3551 0.9713 7.1554
H -3.1507 -1.3758 8.3789
H -4.2395 -0.2378 10.0221
H -3.2168 1.0737 9.8029
H -1.2970 -0.8663 10.2814
H -2.7708 -1.7392 10.6141
H -1.7584 -0.3433 13.9424
H -0.4691 -0.6095 12.8846
H -1.5468 -1.8064 12.8372
N 10.8830 5.5082 -4.9440
C 11.0506 4.5825 -5.8679
N 10.0315 3.8262 -5.9808
O 12.0755 4.5513 -6.5091
H 11.6173 6.1983 -5.0131
H 9.9813 5.9287 -4.7703
H 9.5802 3.8279 -5.0772
H 10.2146 3.0636 -6.6173
N 5.3860 7.5070 -4.8628
C 4.9433 7.6624 -6.1275
N 4.6733 6.5330 -6.5979
O 5.0337 8.7049 -6.8029
H 5.6427 8.3347 -4.3442
H 4.8652 6.7775 -4.3972
H 4.2170 6.3460 -7.4793
H 4.8733 5.6976 -6.0667
N 1.7053 1.7487 -1.1614
C 2.3101 1.2076 -2.1313
N 1.7989 0.0311 -2.3099
O 3.2937 1.6811 -2.6714
H 0.8104 1.3499 -0.9159
H 2.1665 2.5537 -0.7623
H 1.2974 -0.4687 -1.5896
H 1.8340 -0.3272 -3.2536

Mulliken atomic charge list, values in e, 6 entries: C -0.621; O -0.380; C -0.492; C -0.436; N -0.304; C -0.532


[2]
Below is a molecular structure, C28H80CrF12N8O21S4 in a non-equilibrium geometry, with properties calculated with ωB97M-V with the def2-TZVPD basis set.

Output
Orbital gap (alpha / beta), eV: 4.420 / 5.695
Multiplicity: 4
Total charge: +1

Cartesian coordinates (Å):
Cr 10.6920 -7.3123 -13.7925
C 8.4479 -10.5834 -12.8737
F 8.3364 -11.8860 -12.9381
F 8.2305 -10.0455 -14.0785
F 7.5732 -10.0785 -12.0172
S 10.2019 -10.1532 -12.2625
O 10.0629 -9.2110 -11.2072
O 10.8921 -11.3587 -12.0431
N 10.8959 -9.2769 -13.5998
S 11.3810 -10.2994 -14.7649
O 10.6036 -11.4773 -14.9026
O 11.5872 -9.4624 -15.9180
C 13.1250 -10.8639 -14.2907
F 13.3146 -12.1219 -14.6244
F 14.0072 -10.0955 -14.9009
F 13.2852 -10.7299 -12.9805
C 13.9635 -5.6667 -11.3726
F 14.8898 -5.9684 -12.2848
F 14.5078 -5.6446 -10.1912
F 13.4288 -4.5117 -11.7325
S 12.7018 -7.1001 -11.4608
O 13.1304 -7.9479 -12.5202
O 12.6341 -7.6307 -10.1545
N 11.2226 -6.4789 -12.0828
S 10.5225 -5.7601 -10.7686
O 9.5455 -6.5922 -10.1438
O 11.4647 -5.0998 -9.9373
C 9.5565 -4.3598 -11.5073
F 10.3463 -3.5207 -12.1398
F 8.6102 -4.8336 -12.3247
F 8.9336 -3.7787 -10.4896
O 12.4554 -8.1317 -7.4576
H 11.5045 -8.0885 -7.2845
H 12.5260 -8.3658 -8.3885
O 8.7990 -7.5300 -13.1287
H 8.4880 -7.5870 -12.2058
H 8.0357 -7.7249 -13.6891
O 12.4053 -6.9156 -14.7662
H 12.4252 -6.4862 -15.6310
H 13.2547 -7.4792 -14.7350
O 14.3017 -4.6047 -15.1558
H 14.9385 -4.1593 -14.5816
H 14.4632 -4.2311 -16.0323
O 11.8127 -3.5838 -14.6904
H 12.6714 -4.0442 -14.7046
H 11.9763 -2.6976 -15.0246
O 9.9564 -5.4929 -14.5159
H 10.5708 -4.7105 -14.5146
H 9.3273 -5.2979 -15.2218
O 5.6549 -2.1412 -9.9040
H 6.3705 -2.6600 -9.5259
H 6.0761 -1.2908 -10.1696
C 9.2174 -0.2814 -9.5684
C 8.0069 0.5157 -9.1278
C 8.3728 1.9838 -8.9688
O 7.2579 2.7552 -8.6361
C 7.5676 4.0409 -8.1501
N 6.8992 0.3804 -10.1302
H 9.0242 -1.3524 -9.5014
H 9.9742 -0.1375 -8.7880
H 9.6211 0.0197 -10.5328
H 7.5617 0.1145 -8.2147
H 8.8457 2.2918 -9.9175
H 9.1457 2.0339 -8.1865
H 6.6952 4.4532 -7.6494
H 7.9396 4.6852 -8.9522
H 8.3358 4.0099 -7.3644
H 6.3967 1.2602 -10.0136
H 7.2833 0.4241 -11.0740
C 10.7655 -10.9372 -3.6189
C 10.5179 -9.7097 -4.4852
C 9.7478 -10.0228 -5.7474
O 9.8038 -8.8683 -6.5547
C 8.8383 -8.7371 -7.5695
N 9.7377 -8.7239 -3.6919
H 10.9254 -10.6664 -2.5784
H 11.6313 -11.4792 -4.0097
H 9.9187 -11.6293 -3.6133
H 11.4679 -9.2492 -4.7705
H 8.7058 -10.2928 -5.5411
H 10.2537 -10.8584 -6.2492
H 7.8638 -9.1275 -7.2417
H 9.1487 -9.4102 -8.3822
H 8.6764 -7.7319 -7.9445
H 9.0877 -8.2780 -4.3296
H 10.3137 -7.9830 -3.3155
C 5.3119 -4.9546 -11.6577
C 4.4617 -6.1899 -11.9678
C 3.8056 -6.6540 -10.6739
O 4.8059 -7.0909 -9.7753
C 4.2541 -7.5394 -8.5414
N 3.3858 -5.7703 -12.8716
H 5.9364 -4.7451 -12.5357
H 6.0325 -5.2812 -10.9021
H 4.7858 -4.0556 -11.3509
H 5.1027 -6.9796 -12.3650
H 3.1499 -7.5103 -10.9152
H 3.1723 -5.9044 -10.1859
H 3.6611 -8.4289 -8.7822
H 3.7015 -6.7557 -8.0216
H 5.0834 -7.8754 -7.9208
H 2.5695 -6.3624 -12.7792
H 3.0995 -4.8157 -12.7118
C 8.2898 -1.7441 -14.2229
C 7.1353 -1.0803 -13.4784
C 7.0499 0.3620 -13.9236
O 8.2472 1.0318 -13.6244
C 8.0313 2.4161 -13.4390
N 5.8784 -1.7756 -13.7600
H 8.2257 -2.8367 -14.1298
H 9.3137 -1.4507 -13.9994
H 8.1809 -1.5612 -15.3008
H 7.3929 -1.2148 -12.4167
H 6.1513 0.8143 -13.4754
H 6.8081 0.3639 -14.9957
H 7.3143 2.6334 -12.6436
H 7.6725 2.8969 -14.3606
H 8.9957 2.8943 -13.2707
H 5.9608 -2.7577 -13.5272
H 5.1952 -1.3890 -13.1149
C 18.9328 -9.6378 -13.6616
C 19.4736 -9.7626 -12.2503
C 18.3937 -10.0045 -11.2329
O 17.4544 -8.9669 -11.2766
C 16.5185 -9.0391 -10.2126
N 20.4677 -10.8649 -12.1394
H 18.5283 -8.6377 -13.8056
H 18.2168 -10.4197 -13.9136
H 19.7814 -9.7254 -14.3473
H 20.0177 -8.8533 -11.9596
H 18.8053 -10.2445 -10.2441
H 17.9387 -10.9632 -11.5472
H 17.0051 -9.1454 -9.2445
H 15.9128 -9.9238 -10.4701
H 15.7844 -8.2398 -10.2684
H 21.0339 -10.7980 -12.9806
H 21.1220 -10.6382 -11.3973
C 15.2212 -7.5683 -17.1805
C 15.9146 -7.7048 -15.8279
C 17.2009 -6.8877 -15.6945
O 17.0350 -5.6922 -16.4490
C 18.2251 -4.9242 -16.4768
N 14.9406 -7.4248 -14.7574
H 14.9786 -6.5198 -17.3658
H 14.3577 -8.2293 -17.1992
H 15.9006 -7.8342 -17.9914
H 16.1238 -8.7757 -15.7452
H 18.0215 -7.4441 -16.1673
H 17.4416 -6.6890 -14.6448
H 18.5396 -4.5984 -15.4757
H 17.9837 -4.0230 -17.0364
H 19.0586 -5.4849 -16.9081
H 14.7633 -6.4221 -14.7893
H 15.3075 -7.6335 -13.8350

Mulliken atomic charge list, values in e, 6 entries: Cr 1.081; C 0.642; F -0.201; F -0.254; F -0.176; S 0.950


[3]
Below is a molecular structure, C8H12AuCl2InN2O4 in a non-equilibrium geometry, with properties calculated with ωB97M-V with the def2-TZVPD basis set.

Output
Energy relative to the best compared isomer or geometry (same formula, charge and spin), kcal per mole: 24.6
Orbital gap (alpha / beta), eV: 5.477 / 5.471
Multiplicity: 3
Total charge: +4

Cartesian coordinates (Å):
In -2.3219 -0.2585 -4.2843
Au 0.7374 -0.1435 -0.6840
Cl -0.8067 -1.3533 -1.9141
Cl -1.9897 1.8046 -2.9089
C 1.8995 1.0805 0.1883
C -0.2444 -2.0838 -4.6575
C -0.0708 1.0128 -4.9592
O 2.4822 1.9569 0.6771
O 0.6273 -2.8137 -4.5807
O 0.7565 1.7971 -4.9667
C -1.7439 1.0729 2.4334
N -1.4375 0.0725 3.4312
C -1.3679 0.5485 4.8005
C -0.8483 -1.0858 2.9690
O -0.5564 -1.2052 1.7708
N -0.5491 -2.1451 3.8060
C -1.1281 -2.4473 5.1012
C 0.0160 -3.2634 3.0949
H -2.5506 1.7020 2.8184
H -2.0492 0.5948 1.5015
H -0.8698 1.7071 2.2256
H -2.2317 0.2014 5.3864
H -0.4372 0.2387 5.2973
H -1.4018 1.6436 4.7728
H -2.0700 -3.0190 5.0190
H -0.4016 -3.0625 5.6473
H -1.3129 -1.5308 5.6681
H -0.6590 -3.6084 2.3013
H 0.9510 -2.9490 2.6191
H 0.2053 -4.0686 3.7987

Mulliken atomic charge list, values in e, 6 entries: In 1.511; Au 0.259; Cl -0.385; Cl -0.092; C 0.622; C 0.140